[1]
{"formula": "C20H70F3N32O18", "method": "ωB97M-V/def2-TZVPD", "elements": ["C", "O", "O", "C", "F", "F", "F", "C", "C", "H", "H", "H", "H", "H", "H", "C", "O", "N", "N", "H", "H", "H", "H", "C", "O", "N", "N", "H", "H", "H", "H", "C", "O", "N", "N", "H", "H", "H", "H", "C", "O", "N", "N", "H", "H", "H", "H", "C", "O", "N", "N", "H", "H", "H", "H", "C", "O", "N", "N", "H", "H", "H", "H", "C", "O", "N", "N", "H", "H", "H", "H", "C", "O", "N", "N", "H", "H", "H", "H", "C", "O", "N", "N", "H", "H", "H", "H", "C", "O", "N", "N", "H", "H", "H", "H", "C", "O", "N", "N", "H", "H", "H", "H", "C", "O", "N", "N", "H", "H", "H", "H", "C", "O", "N", "N", "H", "H", "H", "H", "C", "O", "N", "N", "H", "H", "H", "H", "C", "O", "N", "N", "H", "H", "H", "H", "C", "O", "N", "N", "H", "H", "H", "H"], "positions_angstrom": [[0.7014, 1.0649, 1.4494], [-0.0374, 0.5808, 0.2677], [0.4407, 2.4151, 1.5072], [0.4350, 0.1471, 2.7295], [-0.8591, -0.1246, 2.9622], [1.0615, -1.0410, 2.5373], [0.8638, 0.7071, 3.8832], [0.6351, 0.4278, -0.9383], [-0.0688, -0.4876, -1.8957], [0.5701, -0.5646, -2.7755], [-0.0440, -1.5331, -1.5883], [-1.0938, -0.2750, -2.1994], [1.7144, 0.2944, -0.8648], [0.7012, 1.3814, -1.4620], [1.7603, 0.9313, 1.2284], [-1.7417, -2.8044, 0.7841], [-0.5813, -3.2132, 0.9250], [-2.0824, -1.5681, 0.6738], [-2.8343, -3.5503, 0.9416], [-1.2781, -0.9646, 0.5796], [-2.9895, -1.1243, 0.6946], [-3.7887, -3.2243, 0.9959], [-2.6239, -4.5245, 1.1051], [1.1833, 4.1878, 4.8947], [1.4571, 4.2138, 6.0638], [1.8273, 3.6770, 3.9389], [0.0005, 4.4498, 4.5529], [1.4915, 3.4993, 3.0031], [2.7450, 3.3322, 4.1819], [-0.3174, 4.2661, 3.6120], [-0.4910, 4.8238, 5.3521], [0.4000, -4.9345, 4.8970], [0.9955, -5.7181, 5.5596], [-0.8722, -5.0258, 4.6977], [0.9685, -3.9192, 4.3267], [-1.4303, -4.3780, 4.1602], [-1.3740, -5.7371, 5.2100], [0.4801, -3.3397, 3.6591], [1.9498, -3.7298, 4.4723], [2.5683, -4.2570, 0.2495], [3.7252, -4.6644, 0.2234], [1.5178, -5.0422, 0.4023], [2.1153, -3.0218, 0.0499], [0.6241, -4.5972, 0.5550], [1.5828, -5.9985, 0.7207], [1.2408, -2.7023, 0.4415], [2.8242, -2.4330, -0.3635], [-1.4280, 5.8545, 1.1007], [-1.7872, 7.0317, 1.2187], [-0.3917, 5.4958, 0.3592], [-2.0660, 4.7890, 1.6030], [-0.0843, 4.5395, 0.4649], [0.0779, 6.1170, -0.2841], [-1.6069, 3.8935, 1.5167], [-2.9653, 4.7571, 2.0616], [-2.9497, 2.6103, -0.6200], [-3.9595, 3.1417, -1.1435], [-1.7539, 2.6737, -1.0201], [-3.0321, 1.9756, 0.5531], [-1.5654, 3.2977, -1.7915], [-0.9637, 2.4569, -0.4296], [-2.1388, 1.6301, 0.8735], [-3.8810, 1.8374, 1.0825], [3.6215, -1.2379, -2.7074], [3.6760, -1.2288, -1.5101], [3.0411, -0.3340, -3.3445], [3.9482, -2.2550, -3.4534], [2.7696, 0.4715, -2.7990], [2.8041, -0.3565, -4.3261], [4.4219, -3.1049, -3.1826], [3.7104, -2.1513, -4.4295], [2.2505, 3.5961, -2.7579], [1.0454, 3.8189, -2.6923], [3.0970, 3.8342, -1.7335], [2.9587, 3.1308, -3.7878], [2.6403, 4.2311, -0.9248], [4.0598, 3.5506, -1.8470], [2.4382, 2.8876, -4.6185], [3.9674, 3.1815, -3.7734], [-1.7216, 1.1049, 6.2632], [-2.5758, 0.2165, 6.2690], [-0.9344, 1.4474, 7.2192], [-1.6895, 1.9225, 5.3093], [-0.8330, 0.7781, 7.9688], [-0.3733, 2.2746, 7.0746], [-2.2419, 1.7609, 4.4794], [-0.8128, 2.4148, 5.2133], [-0.6313, 2.7173, -5.6912], [0.4890, 2.2976, -5.7335], [-1.4048, 3.1294, -6.6400], [-1.3803, 2.3772, -4.7730], [-2.2776, 3.5737, -6.3932], [-0.9698, 3.5469, -7.4503], [-1.0307, 2.0352, -3.8894], [-2.3883, 2.3915, -4.8353], [1.7622, -0.9685, -6.2645], [2.4229, -1.9467, -5.9840], [2.1668, -0.0772, -7.0874], [0.5242, -0.7478, -5.8883], [1.7716, 0.8482, -7.0013], [3.0065, -0.2052, -7.6340], [0.0633, 0.1473, -5.8076], [-0.0007, -1.5383, -5.5424], [-4.6860, -2.0130, -1.5092], [-4.3585, -2.7379, -2.4812], [-4.2509, -0.8193, -1.3514], [-5.5059, -2.4732, -0.6151], [-4.5050, -0.3794, -0.4785], [-3.5847, -0.4523, -2.0159], [-5.6632, -1.8424, 0.1578], [-6.0444, -3.3250, -0.6817], [-0.2340, -3.9173, -3.3110], [-0.0802, -3.8301, -4.5556], [0.7562, -4.0433, -2.4768], [-1.4217, -4.1755, -2.8088], [0.6836, -3.8018, -1.4988], [1.5265, -3.6369, -2.9882], [-2.1163, -4.3629, -3.5177], [-1.4813, -4.4346, -1.8344], [4.4979, 1.4354, 3.2446], [4.8941, 2.4938, 3.6892], [4.2411, 1.2765, 1.9837], [4.0460, 0.4785, 4.0757], [3.7437, 0.4630, 1.6507], [4.0870, 2.1501, 1.5009], [4.2747, 0.8595, 4.9827], [3.3873, -0.2484, 3.8354], [1.0352, -1.5227, 6.9916], [1.7813, -1.6530, 7.9903], [1.4375, -0.7948, 6.0015], [-0.1260, -2.1445, 6.8597], [2.2661, -0.2252, 6.0975], [0.9250, -0.8561, 5.1334], [-0.4374, -2.7959, 7.5659], [-0.6539, -1.7674, 6.0856], [-3.0190, -0.4878, -4.9207], [-3.1907, 0.1595, -3.9301], [-2.8449, -1.6970, -4.9362], [-2.8299, -0.0547, -6.1345], [-2.5319, -2.2192, -5.7421], [-2.9715, -2.2226, -4.0831], [-2.9882, -0.8105, -6.7855], [-3.0256, 0.8912, -6.4299]], "relative_energy_ev": 6.8021, "e_lumo_ev": 1.280, "fmax_ev_per_a": 10.87, "total_charge": -1}

[2]
{"formula": "C33H54As3BiBrN4OSSi", "method": "ωB97M-V/def2-TZVPD", "elements": ["Bi", "C", "As", "C", "C", "C", "C", "C", "As", "C", "C", "C", "As", "C", "C", "H", "H", "H", "H", "H", "H", "H", "H", "H", "H", "H", "H", "H", "H", "H", "H", "H", "H", "H", "H", "H", "H", "H", "H", "H", "H", "H", "C", "Si", "C", "C", "N", "C", "C", "C", "C", "C", "C", "O", "C", "C", "C", "C", "C", "C", "H", "H", "H", "H", "H", "H", "H", "H", "H", "H", "H", "H", "H", "H", "H", "H", "H", "H", "N", "N", "C", "N", "S", "H", "H", "H", "H", "H", "Br", "C", "C", "C", "C", "C", "C", "H", "H", "H", "H"], "positions_angstrom": [[-0.1583, 0.0615, -0.2288], [3.3693, 0.9783, -2.5057], [1.6897, -0.0226, -2.3065], [2.4863, -1.8037, -2.2362], [1.0381, -0.1846, -4.1748], [0.5057, 0.9717, -5.0547], [0.1144, 0.3250, -6.3892], [-0.7755, 1.6369, -4.5069], [-0.6109, 3.0024, -3.0787], [-2.5421, 3.0896, -2.7407], [-0.5381, 4.6328, -4.1856], [1.5485, 2.0756, -5.2761], [3.3550, 1.8839, -6.1257], [2.8072, 2.1363, -7.9964], [3.7147, -0.0514, -6.2878], [3.7549, 0.8041, -3.5079], [4.0706, 0.5898, -1.7706], [3.2421, 2.0471, -2.3519], [3.4047, -1.8221, -2.8221], [1.7941, -2.5449, -2.6287], [2.7178, -2.0564, -1.2012], [0.2696, -0.9603, -4.1058], [1.8914, -0.6328, -4.6872], [-0.7077, -0.3799, -6.2473], [0.9516, -0.2184, -6.8267], [-0.2084, 1.0862, -7.1012], [-1.4672, 0.8656, -4.1531], [-1.2766, 2.1473, -5.3337], [-3.0755, 3.3065, -3.6668], [-2.7678, 3.8747, -2.0201], [-2.9143, 2.1485, -2.3333], [-1.1281, 4.5163, -5.0944], [0.4874, 4.8840, -4.4497], [-0.9510, 5.4564, -3.6033], [1.7584, 2.5427, -4.3093], [1.0807, 2.8535, -5.8882], [2.2693, 3.0771, -8.1063], [2.1780, 1.3191, -8.3481], [3.6976, 2.1848, -8.6221], [3.9427, -0.5127, -5.3273], [4.6048, -0.1358, -6.9117], [2.9093, -0.5989, -6.7741], [4.3486, 0.0370, 0.9298], [2.6490, 0.6792, 1.4703], [2.6903, 1.1509, 3.2944], [2.1727, 2.2682, 0.5662], [1.4160, -0.5522, 1.1266], [1.1059, -1.3993, 2.2044], [2.1335, -1.9604, 2.9777], [1.8834, -2.6091, 4.1716], [0.5854, -2.7196, 4.6489], [-0.4546, -2.2631, 3.8600], [-0.2019, -1.6650, 2.6341], [-1.2788, -1.2999, 1.8204], [-2.2202, -2.3121, 1.5522], [-3.3928, -1.9128, 0.9296], [-4.3665, -2.8501, 0.6262], [-4.1894, -4.1838, 0.9622], [-3.0162, -4.5738, 1.5851], [-2.0226, -3.6488, 1.8705], [4.9314, 0.8141, 0.4306], [4.2819, -0.8257, 0.2646], [4.9232, -0.2701, 1.8067], [3.6106, 1.6966, 3.5150], [2.6581, 0.2851, 3.9531], [1.8452, 1.7952, 3.5398], [2.9639, 3.0083, 0.7077], [1.2590, 2.6797, 1.0008], [2.0237, 2.1671, -0.5086], [3.1509, -1.8608, 2.6191], [2.7049, -3.0228, 4.7416], [0.3814, -3.1814, 5.6048], [-1.4846, -2.4011, 4.1653], [-3.5377, -0.8683, 0.6865], [-5.2698, -2.5304, 0.1226], [-4.9575, -4.9124, 0.7398], [-2.8611, -5.6118, 1.8494], [-1.1027, -3.9806, 2.3286], [-0.7380, 2.1744, 2.8828], [-1.6543, 1.3214, 3.5316], [-2.8039, 0.9422, 2.9432], [-3.5080, -0.0130, 3.5869], [-3.3131, 1.5882, 1.4874], [-0.6435, 3.0108, 3.4511], [-1.2169, 2.4526, 2.0240], [-1.2388, 0.7392, 4.2418], [-3.3146, -0.2155, 4.5555], [-4.4351, -0.2065, 3.2516], [-2.2254, -5.6984, -3.4449], [-1.5682, -4.1299, -2.6053], [-2.1092, -2.9005, -2.9434], [-1.6566, -1.7692, -2.2840], [-0.6650, -1.8434, -1.3089], [-0.1290, -3.0892, -1.0062], [-0.5762, -4.2352, -1.6447], [-2.8859, -2.8343, -3.6931], [-2.1184, -0.8138, -2.5204], [0.6394, -3.1777, -0.2442], [-0.1744, -5.2036, -1.3790]], "relative_energy_ev": 0.2706, "e_lumo_ev": -2.458, "fmax_ev_per_a": 1.56, "total_charge": 1}

[3]
{"formula": "C26H20N2O7P2S2Sc", "method": "ωB97M-V/def2-TZVPD", "elements": ["Sc", "C", "C", "C", "C", "C", "C", "H", "H", "H", "H", "H", "H", "S", "C", "C", "C", "C", "C", "C", "N", "C", "C", "C", "C", "C", "C", "C", "C", "N", "C", "C", "C", "C", "C", "S", "C", "H", "H", "H", "H", "H", "H", "H", "H", "H", "H", "H", "H", "O", "P", "O", "O", "O", "P", "O", "O", "O", "H", "H"], "positions_angstrom": [[0.0802, -0.2029, 0.2198], [-1.4463, 2.0915, -0.1608], [-0.5880, 2.4325, 0.8787], [-0.7128, 1.8015, 2.1167], [-1.6807, 0.8248, 2.3020], [-2.5287, 0.4705, 1.2539], [-2.4191, 1.1100, 0.0274], [-1.3597, 2.5893, -1.1181], [0.1680, 3.1920, 0.7311], [-0.0559, 2.0807, 2.9292], [-1.7738, 0.3287, 3.2585], [-3.2580, -0.3174, 1.3757], [-3.0681, 0.8129, -0.7838], [1.9462, -1.4563, 5.6570], [2.8286, -1.7511, 7.0822], [4.1605, -1.5475, 6.8983], [4.4563, -1.0866, 5.5840], [3.3464, -0.9614, 4.8038], [3.2791, -0.4952, 3.4029], [2.0433, -0.2398, 2.7870], [1.9242, 0.1861, 1.5473], [3.0347, 0.3668, 0.8026], [4.3058, 0.1278, 1.3027], [5.4558, 0.3194, 0.4514], [5.3061, 0.7224, -0.8222], [3.9903, 0.9596, -1.3686], [3.7720, 1.3527, -2.6979], [2.4993, 1.5349, -3.1867], [1.4394, 1.2796, -2.3025], [1.6149, 0.9316, -1.0442], [2.8719, 0.7770, -0.5689], [2.2485, 1.9410, -4.5840], [3.1555, 2.4184, -5.4824], [2.5722, 2.7338, -6.7421], [1.2336, 2.4936, -6.7599], [0.6988, 1.8116, -5.2945], [4.4027, -0.3082, 2.6332], [2.3224, -2.0857, 7.9737], [4.9019, -1.6974, 7.6690], [5.4556, -0.8373, 5.2530], [1.1139, -0.4028, 3.3235], [6.4406, 0.1277, 0.8583], [6.1686, 0.8694, -1.4601], [4.6287, 1.4885, -3.3479], [0.4091, 1.3353, -2.6364], [4.2016, 2.5770, -5.2571], [3.1190, 3.1426, -7.5788], [0.5374, 2.6531, -7.5683], [5.3842, -0.5159, 3.0434], [-1.6639, -2.5751, -3.0274], [-1.6393, -2.0540, -1.5423], [-2.9753, -1.8891, -0.9814], [-0.6849, -0.8201, -1.4594], [-0.7554, -3.2162, -0.7698], [0.2331, -2.8059, 0.4249], [0.5643, -4.1376, 1.1664], [-0.5444, -1.7894, 1.2846], [1.4261, -2.0644, -0.0815], [-0.8003, -2.7974, -3.3971], [-0.1864, -4.7191, 1.3478]], "relative_energy_ev": 0.0000, "e_lumo_ev": -3.573, "fmax_ev_per_a": 1.58, "total_charge": 1}